A structure of composition C42H40N4O3PTeW at a distorted geometry. Source: the OMol25 dataset; level of theory: ωB97M-V with the def2-TZVPD basis set.

Last column: Mulliken spin population.
Positions of all 92 atoms, in Å:
W -1.13201 -0.29540 -0.24619  1.18
C -1.45381 -4.47090 5.26471  0.00
C -1.20891 -3.35500 4.31231  0.01
C -0.62321 -2.16220 4.73851  0.00
C -0.37551 -1.10860 3.87191  -0.01
C -0.03611 0.27340 4.38101  0.00
O -0.92501 0.91320 4.89471  0.00
C 1.29869 0.81470 4.09761  0.00
C 1.53809 2.15990 4.39931  0.00
C 2.74259 2.74520 4.06311  0.00
C 3.72919 1.98920 3.44491  0.00
C 3.51229 0.64400 3.18091  0.00
C 2.30759 0.05080 3.51091  0.00
C -0.73731 -1.22950 2.52781  0.09
O -0.49811 -0.28700 1.58791  0.10
C -1.43791 -2.39650 2.11671  0.00
C -1.64701 -3.44730 2.98591  0.01
C -1.96321 -2.15840 0.75431  0.05
N -1.19961 -2.26280 -0.35899  0.13
C -0.20251 -3.24950 -0.70249  0.00
C 0.53729 -2.74160 -1.94699  0.01
Te -0.54631 -1.08480 -2.93519  0.00
C -1.71521 -2.53740 -4.09839  0.00
C -0.96501 -3.31390 -4.98049  0.00
C -1.58941 -4.29150 -5.73719  0.00
C -2.95851 -4.48470 -5.62769  0.00
C -3.70291 -3.69450 -4.76809  0.00
C -3.08921 -2.71000 -4.00599  0.00
C -3.00331 -1.13950 0.64141  0.03
C -3.31071 -0.66740 -0.70729  0.03
C -4.14431 0.48140 -0.81679  0.07
C -4.58841 1.15030 0.29961  0.09
C -4.32471 0.65080 1.58841  0.01
C -3.56511 -0.47970 1.76491  0.08
H -0.89201 -4.33030 6.18451  0.00
H -1.18801 -5.43180 4.82381  0.00
H -2.51541 -4.52020 5.51791  0.00
H -0.37851 -2.03840 5.78281  0.00
H 0.76249 2.71690 4.90411  0.00
H 2.92159 3.78410 4.29601  0.00
H 4.67849 2.44300 3.20481  0.00
H 4.30019 0.05240 2.74381  0.00
H 2.15359 -1.00670 3.34841  0.00
H -2.17521 -4.33020 2.65441  0.00
H -0.69961 -4.20490 -0.91319  0.00
H 0.50709 -3.41590 0.12801  0.01
H 0.66559 -3.52960 -2.69159  0.00
H 1.52249 -2.35190 -1.69439  0.01
H 0.09979 -3.13770 -5.08229  0.00
H -1.00761 -4.89670 -6.41539  0.00
H -3.44441 -5.24400 -6.21979  0.00
H -4.76971 -3.83490 -4.68829  0.00
H -3.69951 -2.08320 -3.37039  0.00
H -3.40131 -1.42330 -1.50029  0.02
H -4.47401 0.80320 -1.79839  0.00
H -5.22491 2.01310 0.18741  0.00
H -4.74961 1.14280 2.44791  0.00
H -3.41691 -0.88400 2.75721  0.02
C -2.70681 3.99620 0.55671  0.00
P -1.16441 3.10800 0.23071  0.02
C -0.05841 4.14230 -0.77699  0.00
C -0.36821 2.73160 1.81691  0.01
O -1.43421 1.77440 -0.51559  0.03
H -2.47151 4.97170 0.97691  0.00
H -3.31301 3.44910 1.27481  0.00
H -3.27401 4.13400 -0.36099  0.00
H 0.01259 5.12630 -0.31979  0.00
H -0.46831 4.25660 -1.78059  0.00
H 0.94449 3.72020 -0.83099  0.00
H -0.21591 3.65070 2.37671  0.00
H 0.59669 2.24160 1.67631  0.00
H -1.01731 2.08060 2.40591  -0.01
N 6.89019 4.35860 -5.70859  0.00
C 6.20249 3.78080 -5.00269  0.00
C 5.32809 3.09350 -4.12089  0.00
C 5.75389 1.94830 -3.44859  0.00
C 4.89389 1.29930 -2.58489  0.00
C 3.60519 1.79050 -2.38349  0.00
C 3.17569 2.92890 -3.06479  0.00
C 4.03309 3.57760 -3.93089  0.00
N 2.73349 1.11380 -1.49399  0.01
C 3.11319 0.32170 -0.44799  -0.01
C 1.97609 -0.20180 0.09521  0.04
N 0.88389 0.27000 -0.59669  -0.09
C 1.39109 1.06630 -1.55509  0.04
H 6.74969 1.56900 -3.61289  0.00
H 5.21959 0.39710 -2.09349  0.00
H 2.18119 3.32060 -2.91809  0.00
H 3.71279 4.45830 -4.46619  0.00
H 4.13689 0.19600 -0.15759  0.00
H 1.86809 -0.86530 0.93751  0.00
H 0.79259 1.59680 -2.27839  0.00

Output
**Frontier orbital gap (alpha / beta)**: 6.33 / 4.72 eV
**Total charge**: +3
**Spin multiplicity**: 3
**Calculated total energy**: -74689.2439 eV
**F_max**: 2.76 eV/Å
**Relative energy (zero: lowest compared OMol25 entry of this formula, charge and spin)**: 1.7132 eV
**<S²>**: 2.026
**HOMO energy (alpha / beta)**: -16.03 / -16.05 eV


A cluster of 10 separate species, C16H54N18O10 in total at a distorted geometry. Source: the OMol25 dataset; level of theory: ωB97M-V with the def2-TZVPD basis set.

Last column: Löwdin charge in e.
Positions of all 98 atoms, in Å:
C -3.52993 4.20736 1.93899  -0.10
O -4.26677 4.29688 0.71022  -0.19
C -5.57300 3.79847 0.85090  -0.21
C -6.51383 4.26141 -0.41767  -0.38
C -6.58192 5.79798 -0.48532  -0.07
N -7.82281 3.64818 -0.16999  0.02
H -3.35729 3.13822 2.06243  0.08
H -3.85796 4.58345 2.90803  0.09
H -2.53686 4.54737 1.64518  0.09
H -5.55371 2.71004 0.90592  0.11
H -6.08324 4.00973 1.79065  0.11
H -6.07430 3.91915 -1.35456  0.12
H -5.65172 6.33527 -0.67013  0.07
H -6.87538 6.05214 0.53321  0.07
H -7.38457 6.20030 -1.10337  0.07
H -8.27623 4.02953 0.64798  0.06
H -7.68795 2.68132 0.08905  0.06
C 3.64229 -7.30749 4.44989  -0.16
O 3.08308 -6.16572 4.91713  -0.20
C 1.92756 -5.78637 4.20330  -0.17
C 1.68228 -4.18325 4.51615  -0.41
C 1.39225 -4.00603 6.01064  -0.08
N 0.55788 -3.67848 3.80651  0.02
H 3.00364 -8.12870 4.77523  0.09
H 4.56661 -7.43271 5.01385  0.09
H 3.88526 -7.24915 3.38892  0.09
H 2.16278 -5.80600 3.13917  0.11
H 1.04735 -6.39441 4.41217  0.12
H 2.55076 -3.60665 4.19777  0.14
H 1.26804 -2.92318 6.02094  0.06
H 2.11651 -4.23574 6.79217  0.07
H 0.43077 -4.37029 6.37253  0.07
H -0.31819 -4.13647 4.01352  0.07
H 0.64276 -3.60417 2.80283  0.08
N 6.49492 -5.40070 -0.41429  0.16
C 5.53462 -4.59808 -0.67210  -0.87
N 5.48524 -3.57484 0.09470  0.18
O 4.78804 -4.86336 -1.57392  0.04
H 6.37141 -6.22153 -0.98968  0.13
H 7.10270 -5.34603 0.39052  0.11
H 6.22139 -3.43836 0.77259  0.12
H 4.69021 -2.98218 -0.09710  0.13
N 0.81399 -2.48486 -6.35517  0.16
C 1.61707 -3.30219 -5.74755  -0.84
N 2.11062 -2.70197 -4.65252  0.15
O 1.95413 -4.36125 -6.08755  0.09
H 0.34947 -1.67991 -5.95973  0.12
H 0.49589 -2.93763 -7.20010  0.12
H 2.69746 -3.32788 -4.11965  0.11
H 1.86079 -1.77711 -4.33264  0.10
N 4.42609 7.87064 -3.89896  0.15
C 5.23768 7.91135 -2.83344  -0.79
N 5.38567 6.78485 -2.26766  0.17
O 5.71169 8.95155 -2.40514  0.02
H 3.66995 7.22516 -4.07699  0.10
H 4.20579 8.74012 -4.36325  0.11
H 4.86566 5.98993 -2.61086  0.12
H 6.13292 6.66385 -1.59902  0.13
N -4.11374 -0.74261 -1.17510  0.16
C -5.08163 -1.48900 -0.73884  -0.78
N -4.61087 -2.60954 -0.24139  0.16
O -6.23406 -1.08724 -0.64734  0.02
H -3.19137 -1.15410 -1.17910  0.11
H -4.16439 0.26358 -1.24665  0.12
H -3.73870 -3.01901 -0.54428  0.10
H -5.35356 -3.06299 0.27135  0.12
N -2.12843 5.92635 -3.23461  0.14
C -0.94859 6.45632 -3.64081  -0.74
N -1.22596 7.38108 -4.53084  0.14
O 0.15546 6.23521 -3.17699  0.03
H -3.02241 6.14902 -3.64854  0.10
H -2.11034 5.52382 -2.30847  0.11
H -2.07354 7.29421 -5.07321  0.11
H -0.42228 7.78709 -4.98836  0.11
N -0.69045 -6.32130 -2.46521  0.18
C -1.16243 -5.76652 -1.45171  -0.83
N -2.01281 -6.58720 -0.90171  0.15
O -0.97802 -4.60253 -1.12243  0.02
H -0.96023 -7.24129 -2.78292  0.13
H -0.24365 -5.60194 -3.01567  0.14
H -2.71809 -6.31269 -0.23288  0.11
H -1.93687 -7.59155 -0.97661  0.11
N 0.89804 1.57080 5.14364  0.17
C 1.88947 1.78993 4.36342  -0.84
N 2.85583 2.47291 4.88938  0.17
O 1.99390 1.21006 3.31604  0.03
H 0.34588 0.77014 4.87134  0.13
H 0.65614 2.15517 5.93111  0.12
H 3.70675 2.42018 4.34786  0.13
H 2.65234 2.85173 5.80327  0.11
N 1.61333 2.09267 -0.82375  0.16
C 1.11721 1.08977 -1.49327  -0.74
N 0.89557 0.05506 -0.60142  0.14
O 0.88011 0.99908 -2.67843  0.02
H 1.63804 2.95984 -1.34096  0.12
H 1.75901 2.04648 0.17462  0.11
H 0.65128 -0.87184 -0.91967  0.10
H 1.17624 0.21970 0.35472  0.08

Output
**SMILES**: COC[C@H](C)N.COC[C@H](C)N.NC(N)=O.NC(N)=O.NC(N)=O.NC(N)=O.NC(N)=O.NC(N)=O.NC(N)=O.NC(N)=O
**Frontier orbital gap**: 9.18 eV
**Calculated total energy**: -64765.7943 eV
**F_max**: 7.58 eV/Å
**Relative energy (zero: lowest compared OMol25 entry of this formula, charge and spin)**: 8.4792 eV
**HOMO energy**: -9.03 eV


A structure of composition C26H34NSW at a distorted geometry. Source: the OMol25 dataset; level of theory: ωB97M-V with the def2-TZVPD basis set.

Last column: Mulliken spin population.
Positions of all 63 atoms, in Å:
C 1.34767 -2.47687 0.54749  0.18
C 2.32125 -1.80897 -0.26576  -0.06
C 1.78500 -1.67842 -1.59528  -0.03
C 0.46465 -2.24175 -1.60301  0.16
C 0.20201 -2.74024 -0.27479  -0.04
W 0.50316 -0.52745 -0.07064  0.85
C -1.91666 1.71132 -0.57120  0.14
C -1.73527 0.84367 0.69961  -0.10
H -1.88408 1.33782 1.66603  0.00
C -1.57106 -0.59186 0.66273  0.21
H -2.15463 -1.20017 -0.05083  0.01
H -1.48404 -1.08304 1.61688  0.02
C -2.60894 3.05147 -0.37475  0.01
H -2.12366 3.60857 0.45667  0.00
H -2.42500 3.58413 -1.30899  -0.01
H -3.67580 3.02264 -0.19613  0.00
C -2.58900 0.94093 -1.72557  0.01
H -2.23500 -0.11426 -1.85849  0.00
H -3.67625 0.84301 -1.63523  0.00
H -2.35176 1.47851 -2.64380  0.01
C 3.72525 -1.44056 0.11707  0.00
H 3.87844 -1.54664 1.20036  0.00
H 4.45660 -2.10319 -0.38143  0.00
H 3.98152 -0.41509 -0.16363  0.00
C 2.58594 -1.25737 -2.79497  -0.02
H 2.92905 -0.21460 -2.69901  0.00
H 3.49060 -1.90210 -2.88281  0.00
H 1.99683 -1.35426 -3.71364  0.00
C -0.45871 -2.33636 -2.77453  -0.02
H -0.33083 -1.49528 -3.47348  0.00
H -0.28625 -3.26830 -3.33953  0.00
H -1.51523 -2.34080 -2.45329  0.00
C -0.95406 -3.58472 0.10322  0.01
H -1.83142 -3.36642 -0.51715  0.00
H -0.72991 -4.64938 -0.02439  0.00
H -1.23177 -3.43598 1.14521  0.00
C 1.50766 -2.90814 1.94899  -0.04
H 0.54804 -2.90841 2.46986  0.00
H 1.89585 -3.92294 2.01988  0.00
H 2.19882 -2.26622 2.50026  0.00
C 0.33420 1.11660 -1.48808  0.30
C -0.38203 2.21169 -0.94203  0.02
C 0.50492 1.13387 -2.90883  -0.21
C -0.03237 3.51987 -1.68833  0.27
H 0.01058 2.24980 0.11206  0.09
C 0.46405 2.29660 -3.69681  0.32
H 0.45544 0.20012 -3.44087  0.01
C 0.29067 3.52926 -3.02075  -0.12
H -0.04311 4.44693 -1.13063  0.01
H 0.40808 2.23263 -4.79067  0.01
H 0.28169 4.46738 -3.65991  0.00
S 1.67767 0.57228 1.69692  0.00
C 0.58143 0.92462 3.00732  0.02
N 0.29066 -0.09718 3.88873  0.00
C -0.57914 0.06391 4.93913  0.00
C -1.07643 1.31481 5.21497  0.00
C -0.77427 2.39469 4.37031  0.00
C 0.05786 2.18699 3.26600  0.01
H 0.74733 -0.99219 3.74203  0.00
H -0.77402 -0.84098 5.51644  0.00
H -1.67864 1.45753 6.09326  0.00
H -1.15880 3.38576 4.58154  0.00
H 0.34520 2.98272 2.57632  0.00

Output
**Frontier orbital gap (alpha / beta)**: 5.32 / 5.71 eV
**Total charge**: +1
**Spin multiplicity**: 3
**Calculated total energy**: -41654.8622 eV
**F_max**: 4.83 eV/Å
**Relative energy (zero: lowest compared OMol25 entry of this formula, charge and spin)**: 3.5731 eV
**<S²>**: 2.088
**HOMO energy (alpha / beta)**: -9.12 / -9.55 eV


The molecule C4H6N2 at a distorted geometry. Source: the OMol25 dataset; level of theory: ωB97M-V with the def2-TZVPD basis set.

Last column: natural (NBO) charge in e.
Positions of all 12 atoms, in Å:
N 1.28590 -2.70090 -0.65983  -0.30
C 0.84772 -1.88894 0.11115  0.26
C 0.28250 -0.65638 0.54114  -0.19
C -0.68335 -0.21288 -0.56887  -0.41
C -0.20920 1.25827 -0.21629  -0.21
N 0.89093 0.73092 0.66953  -0.62
H -0.55106 -1.12396 1.23325  0.22
H -0.49944 -0.62660 -1.62892  0.24
H -1.75751 -0.12426 -0.26502  0.22
H 0.27744 1.93557 -1.08054  0.19
H -1.02537 2.09447 0.26063  0.18
H 1.14143 1.31469 1.60375  0.40

Output
**SMILES**: N#C[C@@H]1CCN1
**Frontier orbital gap**: 10.09 eV
**Calculated total energy**: -7221.4574 eV
**F_max**: 7.41 eV/Å
**Relative energy (zero: lowest compared OMol25 entry of this formula, charge and spin)**: 4.1336 eV
**HOMO energy**: -9.42 eV


Number 1 is which compound? C42H40N4O3PTeW


Which of these has the lowest calculated total energy? C42H40N4O3PTeW


What is the F_max in the second record? 7.58 eV/Å